1.
The following is a DFT calculation (wB97M-V/def2-TZVPD) of C21H22Cl5N9O5PRe as an isolated structure.

Last column: Löwdin charge in e.
Cartesian coordinates (Å):
Re1 0.370 1.029 -1.283  1.474
N1 3.049 2.270 0.594  0.154
C1 2.968 0.900 0.482  -0.481
N2 3.824 0.051 1.013  0.059
N3 3.320 -1.163 0.706  -0.058
N4 2.235 -1.052 0.030  -0.036
N5 1.966 0.265 -0.120  -0.134
C2 2.445 3.110 -0.322  -0.456
N6 2.838 4.342 -0.551  0.035
N7 1.989 4.794 -1.503  -0.077
N8 1.137 3.899 -1.828  -0.056
N9 1.387 2.794 -1.074  -0.128
H1 3.916 2.620 0.971  0.141
Cl1 -2.026 4.033 -1.291  0.696
C3 -2.512 2.530 -1.983  -0.681
C4 -1.642 1.452 -1.956  -0.352
C5 -2.147 0.245 -2.399  -0.647
Cl2 -1.042 -1.095 -2.142  0.739
C6 -3.414 0.056 -2.915  -0.703
Cl3 -3.936 -1.501 -3.430  0.686
C7 -4.247 1.170 -2.991  -0.703
Cl4 -5.832 1.007 -3.650  0.664
C8 -3.800 2.402 -2.512  -0.695
Cl5 -4.857 3.763 -2.570  0.666
C9 1.479 -4.159 0.981  -0.157
O1 1.924 -4.450 -0.344  -0.360
P1 1.034 -3.889 -1.601  0.801
O2 0.301 -5.243 -2.121  -0.362
C10 1.043 -6.426 -2.414  -0.139
O3 2.231 -3.867 -2.701  -0.357
C11 3.165 -2.781 -2.646  -0.132
H2 1.781 -4.991 1.615  0.078
H3 0.391 -4.062 1.028  0.065
H4 1.941 -3.240 1.336  0.043
H5 0.323 -7.237 -2.513  0.078
H6 1.743 -6.654 -1.609  0.076
H7 1.596 -6.309 -3.345  0.076
H8 3.833 -2.903 -3.496  0.081
H9 3.736 -2.813 -1.718  0.068
H10 2.653 -1.821 -2.720  0.051
O4 1.642 0.498 -2.683  -0.361
O5 0.540 1.130 -3.233  -0.363
C12 0.793 0.410 2.569  -0.040
C13 -0.560 0.567 1.866  -0.531
C14 -1.265 -0.799 1.860  -0.051
C15 -0.613 1.033 0.412  -0.172
C16 -1.334 1.631 2.649  -0.196
C17 -0.945 2.964 2.502  -0.035
C18 -1.595 3.976 3.188  -0.076
C19 -2.648 3.674 4.041  -0.103
C20 -3.043 2.355 4.195  -0.090
C21 -2.392 1.341 3.501  -0.033
H11 1.364 -0.432 2.184  0.053
H12 0.602 0.223 3.629  0.095
H13 1.388 1.320 2.499  0.075
H14 -0.696 -1.489 1.235  0.070
H15 -2.282 -0.732 1.465  0.092
H16 -1.309 -1.213 2.870  0.085
H17 -1.647 1.366 0.304  0.056
H18 -0.129 3.207 1.829  0.116
H19 -1.282 5.003 3.050  0.103
H20 -3.161 4.464 4.576  0.095
H21 -3.867 2.109 4.854  0.096
H22 -2.724 0.319 3.629  0.101

Force components x, y, z for each atom (eV/Å):
-0.12 -0.20 -0.02
0.00 0.03 -0.01
-0.01 0.00 0.04
-0.01 0.00 -0.01
0.04 0.00 -0.02
-0.07 0.01 0.03
0.04 -0.09 -0.02
-0.02 0.00 0.04
0.02 -0.02 -0.03
-0.02 0.03 0.03
0.00 -0.04 -0.01
-0.01 0.07 -0.01
0.00 -0.01 0.00
0.02 -0.01 0.00
-0.03 0.01 -0.01
0.02 0.01 0.00
-0.02 -0.03 -0.01
0.06 0.07 0.04
-0.02 0.01 -0.01
0.01 0.00 0.00
0.02 0.00 0.01
0.00 0.00 0.00
0.00 -0.02 -0.01
0.00 0.00 0.00
0.00 -0.02 0.01
0.01 0.05 -0.01
-0.02 -0.04 0.02
0.01 0.00 -0.01
0.00 0.01 0.00
0.00 0.00 -0.03
-0.01 0.00 0.00
-0.01 -0.01 0.00
0.00 0.02 0.00
0.00 0.00 -0.01
0.00 0.00 0.00
0.00 0.00 0.00
0.00 0.00 0.00
0.00 0.00 0.00
0.00 0.00 0.01
0.00 0.00 0.00
0.02 0.05 -0.02
0.03 0.02 -0.02
0.02 -0.01 -0.01
-0.05 0.07 0.02
-0.01 -0.02 0.00
0.06 0.07 0.05
0.03 -0.03 -0.02
0.00 0.01 0.01
0.01 0.00 -0.01
-0.01 0.00 0.01
0.00 0.00 0.00
0.00 0.00 -0.01
0.00 0.00 -0.01
0.00 0.00 0.00
0.00 -0.01 0.00
0.00 0.00 0.00
0.01 0.00 0.00
0.00 0.00 0.00
0.01 0.00 -0.01
-0.01 0.00 0.01
0.00 0.00 0.00
0.00 0.00 0.00
0.00 0.00 0.00
0.00 0.01 0.00

The energy above the lowest of the compared OMol25 structures with the same formula, charge and spin comes out at 139.9 kJ/mol. For the max |F|, the calculation gives 0.2 eV/A. As for the HOMO-LUMO gap (spin up / spin down): 8.237 / 7.256 eV. The HOMO energy (spin up / spin down) is -6.063 / -5.992 eV. The total energy is -119812.0632 eV. The multiplicity is 2. The expectation value of S² is 0.79. The LUMO energy (spin up / spin down) is 0.0799 / 0.0464 Eh. The charge is -1.

---

2.
The following is a DFT calculation (wB97M-V/def2-TZVPD) of C26H26AuN7S as an isolated structure.

Last column: Löwdin charge in e.
Cartesian coordinates (Å):
Au1 -0.126 0.101 0.134  0.754
C1 -3.292 2.793 -4.510  -0.100
C2 -2.705 1.722 -5.174  -0.088
C3 -2.004 0.757 -4.467  -0.033
C4 -1.855 0.868 -3.085  -0.250
C5 -2.470 1.922 -2.419  -0.044
C6 -3.190 2.875 -3.127  -0.094
N1 -0.957 0.029 -2.363  -0.013
N2 -0.891 -1.129 -2.744  0.063
C7 0.021 -1.953 -2.015  -0.308
C8 0.429 -3.109 -2.677  -0.059
C9 1.224 -4.038 -2.030  -0.108
C10 1.606 -3.811 -0.713  -0.104
C11 1.234 -2.636 -0.071  -0.159
C12 0.407 -1.691 -0.680  -0.291
H1 -3.845 3.543 -5.063  0.099
H2 -2.790 1.642 -6.251  0.101
H3 -1.545 -0.088 -4.966  0.103
H4 -2.400 1.966 -1.338  0.085
H5 -3.666 3.690 -2.593  0.098
H6 0.148 -3.242 -3.717  0.102
H7 1.539 -4.936 -2.547  0.095
H8 2.199 -4.552 -0.188  0.096
H9 1.575 -2.464 0.946  0.059
C13 1.946 4.032 3.412  -0.082
N3 1.605 2.626 3.360  -0.061
C14 2.232 1.658 2.645  -0.877
S1 1.702 0.068 2.726  0.581
N4 3.256 2.085 1.873  -0.048
C15 4.077 1.226 1.028  -0.087
H10 1.078 4.589 3.758  0.083
H11 2.199 4.414 2.420  0.077
H12 2.777 4.238 4.093  0.087
H13 0.854 2.278 3.926  0.060
H14 3.550 3.041 1.961  0.106
H15 3.655 0.227 1.043  0.035
H16 5.102 1.186 1.399  0.083
H17 4.080 1.595 0.003  0.082
C16 -0.872 4.373 0.621  -0.047
C17 -0.283 3.153 0.351  -0.145
N5 -0.664 2.032 0.970  -0.087
C18 -1.602 2.102 1.917  -0.086
C19 -2.247 3.286 2.266  -0.187
C20 -1.882 4.432 1.567  -0.016
C21 -3.363 3.341 3.237  -0.044
C22 -3.619 2.537 4.261  -0.023
C23 -2.756 1.465 4.814  -0.302
C24 -1.435 1.698 5.174  -0.030
C25 -0.736 0.644 5.736  -0.134
N6 -1.292 -0.547 5.943  0.093
C26 -2.567 -0.661 5.581  -0.185
N7 -3.332 0.283 5.032  0.132
H18 -0.564 5.256 0.075  0.111
H19 0.497 3.046 -0.393  0.113
H20 -1.865 1.163 2.388  0.117
H21 -2.401 5.365 1.761  0.121
H22 -4.086 4.124 3.033  0.113
H23 -4.560 2.657 4.789  0.116
H24 -1.006 2.686 5.061  0.111
H25 0.300 0.750 6.042  0.109
H26 -3.041 -1.622 5.759  0.110

Force components x, y, z for each atom (eV/Å):
0.28 -0.09 0.62
-0.05 -0.08 0.04
-0.04 -0.03 0.01
0.09 -0.08 0.06
-0.02 0.21 -0.53
0.04 -0.07 0.17
-0.03 -0.03 0.05
-0.38 1.07 0.01
0.19 -0.93 -0.44
0.15 -0.36 0.63
-0.02 0.16 -0.19
0.06 -0.07 0.05
0.02 0.05 -0.15
-0.12 0.01 0.14
-0.24 0.39 -0.56
0.07 -0.03 0.03
-0.01 -0.01 0.04
0.04 0.09 -0.03
0.10 0.07 -0.03
0.01 -0.05 -0.03
-0.12 -0.07 0.11
-0.01 0.02 0.02
0.03 0.05 -0.01
-0.05 -0.01 -0.06
-0.02 -0.12 0.01
-0.04 0.12 -0.07
0.17 -0.20 -0.09
0.19 0.33 0.30
0.05 -0.25 -0.12
-0.09 0.13 0.12
-0.01 0.00 0.01
-0.08 0.02 0.02
0.04 0.00 -0.03
-0.08 -0.01 0.05
0.02 0.04 0.01
-0.05 -0.06 0.00
-0.01 0.00 0.02
-0.01 0.02 0.00
0.02 0.12 0.01
0.05 0.02 -0.01
-0.17 -0.21 -0.13
-0.03 -0.16 0.03
-0.04 0.04 0.10
0.00 0.09 0.01
0.09 0.11 -0.32
0.02 -0.21 0.30
-0.07 0.05 0.01
0.02 0.07 0.07
0.01 -0.07 0.01
-0.15 0.04 -0.04
0.06 0.16 -0.07
0.04 -0.17 0.06
-0.01 -0.06 0.03
-0.08 -0.02 -0.01
0.01 0.02 -0.10
0.07 -0.03 0.01
-0.01 -0.04 -0.03
0.04 0.02 -0.02
0.04 -0.04 -0.03
-0.02 0.00 -0.04
0.03 0.04 -0.03

The energy above the lowest of the compared OMol25 structures with the same formula, charge and spin comes out at 26.0 kJ/mol. For the max |F|, the calculation gives 1.1 eV/A. As for the HOMO-LUMO gap: 6.266 eV. The HOMO energy is -6.732 eV. The total energy is -52340.4498 eV. The LUMO energy is -0.0171 Eh. The charge is 0.

---

3.
The following is a DFT calculation (wB97M-V/def2-TZVPD) of a 5-piece molecular cluster, C16H30FN4O18S4 overall.

Last column: Löwdin charge in e.
Cartesian coordinates (Å):
C1 -2.838 0.806 -3.297  -0.114
C2 -1.250 0.840 -3.706  -0.165
C3 -0.363 0.126 -2.516  -0.204
F1 -0.584 -1.331 -2.368  -0.059
N1 1.077 0.538 -2.731  -0.014
C4 1.498 1.887 -2.117  -0.103
O1 2.538 1.665 -1.101  -0.075
C5 1.934 1.203 0.158  -0.271
C6 2.291 2.079 1.536  0.011
O2 1.153 0.133 0.325  -0.010
C7 2.027 -0.140 -3.454  -0.119
N2 3.477 0.320 -3.696  0.095
C8 4.194 -0.737 -4.546  0.073
N3 3.072 -1.750 -4.746  -0.011
N4 1.836 -1.458 -4.170  0.109
H1 -2.919 0.901 -2.111  0.096
H2 -3.391 -0.175 -3.619  0.095
H3 -3.390 1.743 -3.738  0.093
H4 -0.918 1.986 -3.710  0.131
H5 -1.010 0.443 -4.789  0.129
H6 -0.720 0.634 -1.497  0.170
H7 0.585 2.491 -1.677  0.175
H8 1.926 2.517 -3.037  0.177
H9 2.997 2.963 1.218  0.099
H10 1.301 2.506 2.045  0.088
H11 2.827 1.290 2.254  0.119
H12 5.304 -0.779 -4.918  0.166
H13 3.370 -2.589 -5.305  0.180
H14 1.006 -2.099 -4.236  0.188
C9 -0.921 -3.628 -0.844  -0.183
C10 0.044 -4.331 0.107  -0.190
O3 -0.743 -5.313 0.778  -0.184
S1 -1.906 -5.842 -0.236  0.684
O4 -1.451 -7.074 -0.842  -0.233
O5 -3.183 -5.717 0.428  -0.233
O6 -1.778 -4.653 -1.344  -0.195
H15 -1.538 -2.898 -0.311  0.134
H16 -0.400 -3.132 -1.667  0.101
H17 0.496 -3.643 0.826  0.132
H18 0.834 -4.850 -0.445  0.106
C11 -1.262 1.410 5.793  -0.163
C12 0.099 1.164 5.147  -0.165
O7 -0.019 1.678 3.822  -0.229
S2 -1.043 2.948 3.836  0.668
O8 -0.257 4.160 3.900  -0.226
O9 -2.063 2.723 2.838  -0.242
O10 -1.689 2.682 5.308  -0.186
H19 -1.992 0.660 5.472  0.136
H20 -1.205 1.418 6.885  0.143
H21 0.365 0.104 5.127  0.142
H22 0.886 1.727 5.659  0.137
C13 -4.721 4.224 2.207  -0.193
C14 -5.693 3.635 3.227  -0.174
O11 -6.649 4.665 3.469  -0.191
S3 -6.844 5.538 2.105  0.681
O12 -8.016 5.044 1.417  -0.235
O13 -6.647 6.933 2.423  -0.232
O14 -5.525 4.995 1.316  -0.196
H23 -4.005 4.897 2.689  0.131
H24 -4.179 3.449 1.659  0.117
H25 -5.196 3.344 4.155  0.134
H26 -6.224 2.772 2.812  0.134
C15 5.074 -2.175 -1.264  -0.186
C16 6.038 -2.878 -0.312  -0.165
O15 5.252 -3.860 0.358  -0.178
S4 4.089 -4.390 -0.656  0.697
O16 4.544 -5.621 -1.261  -0.214
O17 2.812 -4.264 0.009  -0.240
O18 4.216 -3.200 -1.763  -0.221
H27 4.457 -1.445 -0.731  0.129
H28 5.594 -1.679 -2.087  0.120
H29 6.490 -2.190 0.406  0.143
H30 6.828 -3.398 -0.865  0.138

Force components x, y, z for each atom (eV/Å):
-0.03 0.21 0.53
-0.35 0.25 0.39
-1.69 1.20 0.05
1.08 3.65 -1.02
1.07 -0.79 -0.15
0.45 0.41 -0.99
-3.07 -0.39 1.21
-3.17 -3.75 2.73
0.41 -0.34 -1.17
4.76 6.50 -2.26
2.82 -2.04 -2.29
-1.11 -4.17 -1.91
-8.71 0.70 3.39
5.04 1.71 -0.74
2.09 3.63 1.50
0.15 -0.24 -2.57
1.22 1.94 0.58
1.11 -1.97 0.73
-0.53 -2.51 0.17
-0.50 0.52 2.27
1.07 -1.50 -2.16
1.66 -1.72 -0.90
-0.49 -1.39 2.44
-1.33 -1.84 0.86
2.28 -1.23 -1.40
-1.24 1.95 -1.56
-2.61 -0.02 0.73
-1.59 0.80 1.02
1.31 0.88 0.17
0.22 0.31 0.50
0.29 0.03 -0.70
-1.16 -0.05 -0.44
-0.20 -0.67 0.22
-0.89 1.61 0.73
1.69 -0.38 -0.86
0.20 -0.79 0.46
0.09 0.02 -0.06
-0.25 -0.58 0.28
-0.20 -0.28 0.01
-0.31 0.20 0.15
0.02 -0.84 0.06
0.24 0.06 0.89
-1.06 0.59 -0.31
0.03 0.36 0.46
-1.24 -1.51 -0.43
1.37 0.42 0.91
0.69 0.45 -1.07
0.10 0.03 0.06
-0.05 0.25 -0.24
-0.11 0.20 -0.26
-0.09 -0.10 0.02
0.44 -0.10 0.50
0.16 -0.56 -0.39
0.21 0.81 -0.68
-0.55 0.38 -0.12
1.56 0.90 0.79
-0.50 -1.85 -0.43
-0.98 0.03 0.39
-0.02 -0.13 -0.02
-0.24 0.26 -0.03
-0.19 0.27 -0.06
0.12 0.02 0.03
0.18 0.56 0.53
0.51 0.12 -0.55
-1.18 0.01 -0.56
0.32 -1.00 0.27
-1.03 1.77 0.76
1.96 -0.23 -0.85
0.08 -0.69 0.32
0.09 0.01 -0.05
-0.16 -0.24 0.05
-0.24 -0.24 0.04
-0.03 0.13 0.03

For the max |F|, the calculation gives 9.4 eV/A. As for the HOMO-LUMO gap: 8.058 eV. The HOMO energy is -12.463 eV. The total energy is -105933.6506 eV. The LUMO energy is -0.1619 Eh. The charge is +1.

---

4.
The following is a DFT calculation (wB97M-V/def2-TZVPD) of CH5BiO2 as an isolated structure.

Last column: Löwdin charge in e.
Cartesian coordinates (Å):
C1 -0.672 -0.548 -0.588  -0.094
H1 -1.520 0.134 -0.442  0.086
H2 0.144 -0.270 -1.275  0.067
H3 -1.128 -1.425 -1.077  0.069
O1 0.474 1.564 0.891  -0.822
Bi1 1.766 2.671 -0.062  0.795
H4 0.552 0.580 1.170  -0.002
O2 -0.163 -1.041 0.772  -0.171
H5 0.548 -1.666 0.612  0.072

Force components x, y, z for each atom (eV/Å):
0.01 -2.35 0.82
1.01 0.23 0.22
-0.34 0.62 0.73
0.10 0.04 0.23
-1.45 -2.86 1.98
1.59 1.15 -1.08
-0.14 2.04 -0.82
-0.78 1.26 -1.86
0.00 -0.13 -0.22

For the max |F|, the calculation gives 3.8 eV/A. As for the HOMO-LUMO gap (spin up / spin down): 6.343 / 6.355 eV. The HOMO energy (spin up / spin down) is -7.030 / -7.008 eV. The total energy is -11050.2260 eV. The LUMO energy (spin up / spin down) is -0.0252 / -0.0240 Eh. The charge is 0.